Computed, not measured: 3 unconnected molecules or ions with the total composition C7H17N at a distorted geometry, with ωB97M-V/def2-TZVPD.

The electronic energy is -331.4690 a.u. The highest occupied orbital energy (spin up / spin down) comes out at -0.21150 / -0.23515 hartree. As for the gap between HOMO and LUMO (spin up / spin down): 6.6 / 7.2 eV.

Element x y z (Å)
C: -0.30 -0.36 -0.04
C: -1.85 1.77 -0.32
C: 0.25 0.88 0.14
C: 2.05 -0.93 0.52
C: -1.07 -1.03 1.06
C: -0.43 -0.98 -1.40
C: 3.03 -0.53 -0.54
N: -2.60 2.00 0.85
H: -3.06 1.17 1.22
H: -2.09 2.48 1.58
H: -2.38 1.20 -1.07
H: -1.42 2.68 -0.74
H: 0.82 1.34 -0.66
H: 0.33 1.29 1.13
H: 2.29 -0.60 1.53
H: 1.79 -1.99 0.52
H: -2.14 -1.07 0.82
H: -1.49 -1.08 -1.68
H: -0.93 -0.53 2.02
H: -0.74 -2.07 1.17
H: 0.07 -0.40 -2.17
H: 0.00 -1.99 -1.39
H: 3.22 0.55 -0.53
H: 4.01 -1.01 -0.45
H: 2.65 -0.78 -1.54

=====

Computed, not measured: a single C7H17N molecule at a distorted geometry, with ωB97M-V/def2-TZVPD.

As for the SMILES: CC(C)CNC(C)C. The electronic energy is -331.5954 a.u. The highest occupied orbital energy comes out at -0.32242 hartree. As for the gap between HOMO and LUMO: 9.8 eV.

Element x y z (Å)
C: 1.57 -1.44 -1.97
C: 0.46 -1.43 -0.94
C: 0.70 -2.67 0.03
C: 0.39 0.00 -0.34
N: -1.03 0.08 0.13
C: -1.29 1.33 0.80
C: -0.61 1.61 2.17
C: -1.11 2.50 -0.21
H: 2.54 -1.30 -1.40
H: 1.56 -2.40 -2.38
H: 1.47 -0.65 -2.82
H: -0.44 -1.60 -1.68
H: -0.18 -2.82 0.88
H: 0.79 -3.57 -0.53
H: 1.57 -2.52 0.66
H: 0.55 0.76 -1.03
H: 1.09 0.17 0.51
H: -1.18 -0.64 0.83
H: -2.35 1.20 1.18
H: 0.37 1.19 2.08
H: -1.14 1.27 3.10
H: -0.54 2.69 2.23
H: -0.08 2.87 0.09
H: -1.20 2.03 -1.24
H: -1.90 3.32 -0.16

=====

Computed, not measured: 2 unconnected molecules or ions with the total composition C7H17N2S at a distorted geometry, with ωB97M-V/def2-TZVPD.

The electronic energy is -784.3311 a.u. The highest occupied orbital energy comes out at -0.49935 hartree. As for the gap between HOMO and LUMO: 9.4 eV. The net charge is +1.

Element x y z (Å)
C: 1.99 0.01 -0.64
C: 0.16 2.69 0.21
C: -1.48 -1.23 -0.92
C: 0.76 -2.28 0.84
C: 0.34 1.46 1.10
C: -1.06 0.12 -0.35
C: 0.35 -0.92 1.41
N: 1.60 0.02 -1.88
N: 0.17 0.16 0.42
S: 3.21 0.00 0.32
H: 0.48 3.56 0.78
H: 0.77 2.63 -0.68
H: -0.88 2.85 -0.07
H: -1.75 -1.93 -0.14
H: -2.38 -1.07 -1.52
H: -0.73 -1.68 -1.56
H: 1.54 -2.71 1.46
H: -0.06 -2.98 0.81
H: 1.17 -2.19 -0.16
H: -0.37 1.52 1.93
H: 1.35 1.48 1.52
H: -1.87 0.45 0.31
H: -0.99 0.85 -1.16
H: 1.13 -0.59 2.10
H: -0.57 -1.02 1.99
H: 0.63 0.12 -2.14
H: 2.28 -0.02 -2.64

=====

Computed, not measured: 2 unconnected molecules or ions with the total composition C7H17N3 at a distorted geometry, with ωB97M-V/def2-TZVPD.

The electronic energy is -440.9996 a.u. The highest occupied orbital energy (spin up / spin down) comes out at -0.25545 / -0.26431 hartree. As for the gap between HOMO and LUMO (spin up / spin down): 7.7 / 8.1 eV.

Element x y z (Å)
C: 0.41 1.67 -0.55
C: 0.05 0.48 -0.16
C: 1.82 2.19 -0.66
C: -2.44 0.63 -0.30
C: -1.21 -1.45 -0.97
C: -1.30 -0.79 1.44
C: -1.22 -0.26 0.00
N: 2.46 -0.77 1.25
N: 2.41 -1.29 -0.96
N: 1.72 -1.25 0.22
H: -0.35 2.41 -0.83
H: 2.45 1.79 0.13
H: 2.26 1.91 -1.63
H: 1.83 3.27 -0.60
H: -2.40 0.98 -1.33
H: -3.35 0.06 -0.16
H: -2.46 1.49 0.36
H: -1.16 -1.11 -2.00
H: -0.36 -2.09 -0.75
H: -2.13 -2.04 -0.85
H: -0.43 -1.40 1.64
H: -1.31 0.04 2.14
H: -2.21 -1.38 1.57
H: 2.39 -1.36 2.08
H: 3.41 -0.47 1.03
H: 3.06 -0.52 -1.12
H: 1.77 -1.41 -1.73

=====

Computed, not measured: 2 unconnected molecules or ions with the total composition C7H17N3 at a distorted geometry, with ωB97M-V/def2-TZVPD.

As for the SMILES: [H]/N=C(\N)C(C)(C)C.[H]/N=C\C. The electronic energy is -441.0806 a.u. The highest occupied orbital energy comes out at -0.31921 hartree. As for the gap between HOMO and LUMO: 9.6 eV.

Element x y z (Å)
H: -1.73 2.35 1.23
N: -1.64 1.50 0.67
C: -0.53 0.90 0.83
N: 0.43 1.22 1.77
C: -0.71 -0.97 0.61
C: 0.60 -1.50 0.16
C: -1.80 -1.14 -0.42
C: -1.12 -1.40 2.00
H: 1.38 0.97 1.52
H: 0.36 2.15 2.16
H: 0.51 -2.44 -0.38
H: 1.03 -0.76 -0.58
H: 1.34 -1.59 0.95
H: -2.09 -2.19 -0.50
H: -1.46 -0.80 -1.41
H: -2.67 -0.55 -0.15
H: -1.32 -2.48 2.01
H: -2.03 -0.87 2.30
H: -0.34 -1.20 2.72
H: 3.23 1.61 -1.21
N: 2.41 1.43 -0.61
C: 1.37 1.09 -1.23
C: 1.16 0.95 -2.71
H: 0.30 1.03 -0.46
H: 0.17 1.32 -2.98
H: 1.92 1.49 -3.28
H: 1.21 -0.11 -2.99

=====

Computed, not measured: 2 unconnected molecules or ions with the total composition C7H17N3O at a distorted geometry, with ωB97M-V/def2-TZVPD.

As for the SMILES: CC/C=N/C(C)(C)C.[H]/N=N\O. The electronic energy is -516.2906 a.u. The highest occupied orbital energy comes out at -0.35478 hartree. As for the gap between HOMO and LUMO: 10.5 eV.

Element x y z (Å)
C: 0.92 3.48 -0.40
C: 0.83 2.21 0.50
C: -0.30 1.38 0.10
N: -0.22 0.15 0.31
C: -1.16 -0.93 -0.06
C: -0.76 -1.40 -1.49
C: -1.01 -2.05 0.95
C: -2.61 -0.44 -0.08
H: 1.38 4.28 0.20
H: 1.60 3.28 -1.32
H: 0.03 3.79 -0.71
H: 0.79 2.60 1.56
H: 1.92 1.73 0.51
H: -1.19 2.00 -0.28
H: -0.83 -0.59 -2.22
H: 0.21 -1.70 -1.54
H: -1.41 -2.10 -1.78
H: -1.61 -2.89 0.63
H: -1.41 -1.86 2.03
H: 0.01 -2.35 1.07
H: -2.71 0.30 -0.81
H: -3.16 -1.28 -0.57
H: -3.08 -0.14 0.81
H: 4.13 -2.12 0.77
N: 3.64 -2.11 -0.15
N: 2.54 -1.57 -0.06
O: 2.18 -1.05 1.13
H: 1.28 -0.62 0.93

=====

What are the energy above the lowest of the compared OMol25 structures with the same formula, charge and spin values for these records? In order: 126.7, 47.4, 33.8, 125.2, 74.3, 72.3 kcal/mol.